Entry 1:
This record from the OMol25 dataset describes a cluster of 5 separate species, C38H37N2O9 in total. The level of theory is ωB97M-V/def2-TZVPD.

Output
- total charge = +1
- E_HOMO (eV) = -10.14
- HOMO-LUMO gap (eV) = 6.4
- lowest unoccupied orbital energy (eV) = -3.70

Last column: Löwdin charge in e.
CARTESIAN COORDINATES (ANGSTROEM)
C 0.585 0.025 -2.223  0.122
C -0.555 0.608 -2.564  -0.022
C -1.926 1.320 -3.092  -0.169
N -1.606 2.785 -3.247  0.070
C -2.050 3.398 -4.548  -0.082
C -1.783 2.488 -5.858  -0.137
O -1.524 1.078 -5.595  -0.125
C -2.307 0.568 -4.473  -0.256
C -3.909 0.488 -4.773  -0.124
C -4.597 -0.295 -3.552  -0.184
C -5.409 0.572 -2.470  -0.175
C -5.346 2.171 -2.613  -0.156
N -6.587 2.665 -3.333  -0.149
C -6.645 3.612 -4.489  -0.092
C -8.146 3.837 -4.974  -0.072
C -9.087 2.975 -4.028  -0.047
C -8.000 2.347 -3.085  -0.102
H 1.445 -0.679 -1.888  0.091
H -2.684 1.191 -2.238  0.154
H -2.117 3.292 -2.484  0.196
H -0.597 2.967 -3.098  0.187
H -1.409 4.366 -4.684  0.161
H -3.157 3.721 -4.577  0.127
H -2.725 2.545 -6.533  0.142
H -0.891 2.863 -6.511  0.154
H -1.969 -0.541 -4.338  0.176
H -4.000 -0.207 -5.709  0.145
H -4.383 1.486 -5.082  0.105
H -3.752 -0.871 -2.986  0.121
H -5.320 -1.085 -4.008  0.130
H -4.965 0.313 -1.419  0.121
H -6.496 0.149 -2.434  0.119
H -4.382 2.598 -3.067  0.082
H -5.415 2.610 -1.531  0.140
H -5.747 4.150 -5.001  0.088
H -8.540 4.488 -5.831  0.082
H -10.226 2.820 -4.010  0.095
H -8.294 1.622 -2.229  0.110
C 3.681 1.894 3.137  0.023
C 2.512 2.483 2.877  0.029
C 1.806 2.255 1.599  -0.386
O 0.739 2.795 1.360  0.081
C 2.444 1.350 0.621  0.021
C 3.612 0.760 0.880  0.023
C 4.318 0.988 2.158  -0.372
O 5.385 0.448 2.396  0.096
H 4.212 2.050 4.068  0.124
H 2.031 3.149 3.583  0.125
H 1.912 1.194 -0.309  0.075
H 4.092 0.094 0.173  0.073
C 6.169 -1.514 -1.653  0.032
C 7.060 -2.164 -2.404  0.037
C 7.314 -1.770 -3.806  -0.377
O 8.124 -2.363 -4.493  0.128
C 6.543 -0.628 -4.342  0.033
C 5.653 0.022 -3.591  0.023
C 5.399 -0.372 -2.190  -0.350
O 4.585 0.223 -1.500  0.046
H 5.970 -1.789 -0.625  0.126
H 7.633 -3.001 -2.026  0.130
H 6.742 -0.352 -5.371  0.128
H 5.080 0.860 -3.969  0.120
C 4.261 -2.369 7.302  0.026
C 5.465 -1.862 7.574  0.028
C 6.170 -0.998 6.605  -0.378
O 7.270 -0.536 6.851  0.116
C 5.489 -0.715 5.323  0.025
C 4.286 -1.222 5.052  0.022
C 3.581 -2.086 6.021  -0.373
O 2.480 -2.548 5.773  0.087
H 3.731 -3.005 8.000  0.124
H 5.977 -2.059 8.508  0.126
H 6.019 -0.080 4.625  0.105
H 3.774 -1.026 4.118  0.109
C -2.666 -5.392 6.727  0.019
C -2.317 -4.953 7.938  0.021
C -1.040 -4.241 8.156  -0.384
O -0.719 -3.841 9.261  0.105
C -0.168 -4.032 6.981  0.022
C -0.517 -4.470 5.771  0.023
C -1.793 -5.183 5.553  -0.390
O -2.114 -5.582 4.447  0.094
H -3.597 -5.916 6.549  0.122
H -2.945 -5.098 8.808  0.123
H 0.763 -3.507 7.158  0.096
H 0.111 -4.326 4.901  0.119

***

Entry 2:
This record from the OMol25 dataset describes a structure of composition C38H37N5O2SSeSiW. The level of theory is ωB97M-V/def2-TZVPD.

Output
- total charge = +2
- E_HOMO (eV) = -13.46
- HOMO-LUMO gap (eV) = 6.0
- lowest unoccupied orbital energy (eV) = -7.45

Last column: Löwdin charge in e.
CARTESIAN COORDINATES (ANGSTROEM)
W -0.009 0.305 0.107  1.510
O 1.240 2.551 3.187  0.153
C 1.012 1.565 2.542  -0.434
N 1.387 1.278 1.238  -0.108
C 2.457 1.880 0.583  -0.218
C 3.239 2.975 0.936  -0.014
C 4.245 3.370 0.072  -0.055
C 4.473 2.693 -1.123  -0.045
C 3.724 1.583 -1.473  0.008
C 2.719 1.172 -0.605  -0.195
N 1.798 0.115 -0.764  -0.071
C 2.165 -1.007 -1.512  -0.413
O 3.167 -1.112 -2.164  0.161
C 1.210 -2.141 -1.348  -0.166
C 1.450 -3.337 -1.990  0.057
C 0.526 -4.360 -1.852  0.015
C -0.605 -4.127 -1.086  0.005
C -0.770 -2.896 -0.480  -0.113
N 0.132 -1.910 -0.583  0.015
C 0.326 0.351 3.103  -0.181
C 0.311 0.090 4.449  0.034
C -0.174 -1.142 4.882  0.008
C -0.636 -2.042 3.943  0.005
C -0.613 -1.692 2.602  -0.084
N -0.137 -0.521 2.176  -0.017
H 3.078 3.487 1.871  0.109
H 4.856 4.226 0.326  0.122
H 5.257 3.032 -1.786  0.121
H 3.933 1.045 -2.384  0.116
H 2.347 -3.433 -2.585  0.141
H 0.678 -5.313 -2.341  0.133
H -1.366 -4.884 -0.961  0.128
H -1.667 -2.694 0.086  0.100
H 0.695 0.835 5.132  0.145
H -0.180 -1.388 5.936  0.135
H -1.013 -3.014 4.229  0.129
H -0.994 -2.373 1.862  0.094
C -3.052 1.568 4.836  -0.050
C -4.338 0.832 4.468  -0.551
C -5.482 1.856 4.432  -0.029
C -4.622 -0.221 5.549  -0.030
C -4.250 0.150 3.104  -0.139
C -5.385 -0.531 2.623  -0.001
C -5.444 -1.040 1.347  -0.043
C -4.318 -0.904 0.542  -0.436
S -4.204 -1.210 -1.162  1.217
C -2.611 -0.617 -1.156  -0.567
N -2.122 -0.302 0.039  -0.143
C -3.137 -0.341 1.022  -0.280
C -3.119 0.217 2.305  0.024
C -1.802 -0.372 -2.323  -0.270
C -2.234 -0.607 -3.628  -0.013
C -1.426 -0.230 -4.682  -0.041
C -0.209 0.388 -4.418  -0.027
C 0.224 0.600 -3.113  -0.088
C -0.565 0.214 -2.036  -0.275
H -3.173 2.048 5.807  0.100
H -2.803 2.350 4.113  0.093
H -2.208 0.881 4.912  0.060
H -5.551 2.365 5.394  0.096
H -6.446 1.386 4.238  0.084
H -5.311 2.609 3.660  0.096
H -4.672 0.258 6.527  0.096
H -3.835 -0.979 5.580  0.085
H -5.572 -0.730 5.385  0.085
H -6.261 -0.610 3.251  0.123
H -6.349 -1.497 0.971  0.126
H -2.251 0.755 2.651  0.082
H -3.196 -1.070 -3.817  0.113
H -1.743 -0.398 -5.701  0.120
H 0.416 0.713 -5.240  0.122
H 1.177 1.091 -2.962  0.104
C 1.075 4.662 -1.378  -0.182
Si -0.228 4.690 -0.059  0.356
C 0.303 5.267 1.613  -0.176
C -1.823 5.459 -0.605  -0.226
Se -1.067 2.400 -0.153  0.697
H 1.374 5.693 -1.591  0.058
H 0.703 4.230 -2.308  0.043
H 1.962 4.115 -1.058  0.005
H 0.320 6.361 1.589  0.057
H 1.293 4.915 1.879  0.014
H -0.393 4.966 2.395  0.045
H -1.625 6.517 -0.805  0.054
H -2.594 5.412 0.166  0.045
H -2.212 5.016 -1.521  0.037

***

Entry 3:
This record from the OMol25 dataset describes a structure of composition C38H38AsN5O2PSc. The level of theory is ωB97M-V/def2-TZVPD.

Output
- total charge = +2
- E_HOMO (eV) = -12.41
- HOMO-LUMO gap (eV) = 5.8
- lowest unoccupied orbital energy (eV) = -6.62

Last column: Löwdin charge in e.
CARTESIAN COORDINATES (ANGSTROEM)
Sc -0.248 -0.695 -2.510  1.006
C -0.388 -0.248 1.697  -0.426
C -0.190 -1.580 2.405  -0.456
As 0.752 -1.677 4.140  1.314
C 2.190 -0.294 3.974  -0.395
C 3.084 -0.167 2.855  -0.128
C 4.155 0.737 2.859  -0.099
C 4.256 1.646 3.917  -0.065
C 3.419 1.488 5.027  -0.066
C 2.430 0.541 5.049  -0.145
C -0.478 -0.491 5.137  -0.440
C -0.547 0.855 4.958  -0.160
C -1.375 1.651 5.755  -0.064
C -2.146 1.071 6.750  -0.069
C -2.077 -0.313 6.927  -0.081
C -1.190 -1.068 6.188  -0.131
P -1.293 -0.265 0.119  0.984
C -2.950 -0.809 0.529  -0.408
C -3.708 -0.140 1.510  -0.058
C -5.038 -0.544 1.770  -0.057
C -5.556 -1.593 1.047  -0.072
C -4.808 -2.345 0.105  -0.026
C -3.505 -1.835 -0.222  -0.105
C -1.418 1.487 -0.138  -0.423
C -0.391 2.321 0.345  -0.096
C -0.473 3.695 0.106  -0.063
C -1.535 4.227 -0.600  -0.043
C -2.498 3.338 -1.140  -0.055
C -2.504 2.006 -0.849  -0.094
H 0.600 0.152 1.576  0.038
H -0.885 0.457 2.402  0.087
H 0.355 -2.309 1.749  0.053
H -1.173 -1.972 2.738  0.065
H 2.987 -0.808 1.948  0.093
H 4.786 0.720 1.981  0.095
H 4.998 2.455 3.879  0.114
H 3.509 2.118 5.844  0.091
H 1.819 0.445 5.943  0.109
H 0.039 1.237 4.118  0.096
H -1.393 2.697 5.532  0.100
H -2.754 1.732 7.323  0.102
H -2.874 -0.801 7.559  0.130
H -1.136 -2.161 6.382  0.106
H -3.305 0.795 1.932  0.122
H -5.679 -0.019 2.506  0.129
H -6.619 -1.805 1.225  0.120
H -5.183 -3.253 -0.372  0.112
H -2.987 -2.310 -1.079  0.087
H 0.535 1.826 0.726  0.102
H 0.371 4.350 0.360  0.123
H -1.622 5.258 -0.754  0.097
H -3.225 3.876 -1.731  0.114
H -3.333 1.361 -1.120  0.116
N 4.780 -5.760 -3.293  0.197
C 4.390 -4.830 -4.222  -0.455
O 4.952 -4.613 -5.286  0.113
C 3.224 -3.999 -3.804  -0.092
C 2.443 -3.333 -4.758  0.049
C 1.320 -2.647 -4.325  -0.056
N 1.032 -2.408 -2.958  -0.078
C 1.807 -3.122 -2.077  -0.080
C 2.891 -3.888 -2.478  0.003
H 5.341 -6.498 -3.601  0.108
H 4.129 -6.044 -2.596  0.093
H 2.645 -3.406 -5.791  0.127
H 0.634 -2.387 -5.138  0.129
H 1.548 -3.092 -0.978  0.140
H 3.536 -4.345 -1.712  0.139
O -3.851 -0.337 -4.812  0.170
C -2.954 -0.675 -4.106  -0.347
N -1.943 -0.937 -3.398  -0.046
C -0.512 3.671 -6.093  0.023
C -0.032 2.804 -4.961  -0.225
C 0.964 3.088 -3.943  0.056
C 1.240 1.895 -3.294  -0.331
N 0.311 0.985 -3.678  -0.079
N -0.338 1.523 -4.797  0.078
C 2.287 1.664 -2.259  -0.008
H 0.282 3.674 -6.857  0.110
H -0.495 4.710 -5.721  0.108
H -1.424 3.271 -6.470  0.079
H 1.324 4.079 -3.726  0.127
H -1.084 0.993 -5.294  0.181
H 1.941 1.982 -1.210  0.103
H 3.158 2.315 -2.493  0.113
H 2.651 0.629 -2.242  0.076

***

Entry 4:
This record from the OMol25 dataset describes a structure of composition C38H38MoN8O6S4. The level of theory is ωB97M-V/def2-TZVPD.

Output
- total charge = +2
- spin multiplicity = 3
- E_HOMO (spin up / spin down) (eV) = -11.51 / -11.51
- HOMO-LUMO gap (spin up / spin down) (eV) = 5.3 / 4.4
- lowest unoccupied orbital energy (spin up / spin down) (eV) = -6.17 / -7.12
- ⟨S²⟩ = 2.028

Last column: Löwdin charge in e.
CARTESIAN COORDINATES (ANGSTROEM)
Mo 1.104 0.943 0.318  1.612
N -2.603 0.725 2.728  0.103
C -1.329 0.635 2.258  -0.804
S -0.627 2.076 1.583  0.731
N -0.735 -0.522 2.304  0.040
N 0.531 -0.478 1.767  -0.125
C 1.325 -1.439 2.126  -0.148
C 0.965 -2.584 2.976  -0.177
C -0.174 -3.354 2.720  -0.040
C -0.483 -4.427 3.535  -0.049
C 0.322 -4.732 4.629  -0.045
C 1.442 -3.962 4.904  -0.048
C 1.770 -2.899 4.076  -0.033
C 2.702 -1.238 1.623  -0.202
C 3.736 -2.136 1.770  0.024
C 4.987 -1.818 1.264  0.012
C 5.164 -0.605 0.618  -0.006
C 4.077 0.228 0.470  -0.123
N 2.863 -0.089 0.947  -0.053
H -2.863 1.613 3.131  0.098
H -2.923 -0.080 3.249  0.119
H -0.810 -3.110 1.878  0.096
H -1.361 -5.026 3.327  0.115
H 0.068 -5.564 5.273  0.119
H 2.061 -4.186 5.764  0.118
H 2.629 -2.283 4.316  0.122
H 3.548 -3.079 2.261  0.130
H 5.815 -2.508 1.371  0.134
H 6.124 -0.313 0.215  0.131
H 4.159 1.164 -0.062  0.121
O 2.122 0.301 -1.564  -0.630
S 2.990 -0.620 -2.419  1.079
C 2.092 -0.704 -3.980  -0.280
C 0.587 -0.882 -3.798  -0.208
C -0.170 0.445 -3.669  -0.208
C -1.578 0.217 -3.112  -0.270
S -1.665 0.575 -1.339  1.017
O -0.404 -0.127 -0.717  -0.678
C -2.979 -0.543 -0.926  -0.392
C -4.279 -0.121 -1.175  -0.073
C -5.326 -0.982 -0.883  -0.048
C -5.068 -2.235 -0.341  -0.051
C -3.761 -2.636 -0.089  -0.055
C -2.702 -1.788 -0.379  -0.076
C 2.755 -2.270 -1.818  -0.393
C 1.700 -2.605 -0.981  -0.091
C 1.600 -3.913 -0.521  -0.048
C 2.545 -4.861 -0.898  -0.041
C 3.598 -4.510 -1.737  -0.046
C 3.713 -3.206 -2.196  -0.072
H 2.569 -1.524 -4.519  0.107
H 2.331 0.231 -4.493  0.110
H 0.392 -1.511 -2.927  0.094
H 0.201 -1.429 -4.661  0.132
H -0.246 0.920 -4.647  0.132
H 0.373 1.135 -3.029  0.081
H -1.924 -0.805 -3.264  0.109
H -2.311 0.913 -3.528  0.106
H -4.469 0.862 -1.598  0.113
H -6.345 -0.671 -1.076  0.118
H -5.890 -2.905 -0.120  0.117
H -3.567 -3.615 0.332  0.111
H -1.676 -2.081 -0.190  0.090
H 0.962 -1.860 -0.701  0.074
H 0.776 -4.194 0.126  0.105
H 2.463 -5.879 -0.535  0.119
H 4.332 -5.251 -2.031  0.121
H 4.542 -2.922 -2.840  0.122
O 2.783 6.511 -0.845  0.167
C 3.442 6.025 0.192  -0.482
O 4.328 6.608 0.749  0.149
C 3.041 4.672 0.702  -0.014
C 3.517 4.144 1.885  0.056
N 3.034 2.902 2.005  0.070
N 2.271 2.581 0.955  -0.128
C 2.256 3.658 0.163  -0.111
C 1.333 3.549 -1.012  -0.501
O 1.184 4.438 -1.805  0.146
O 0.726 2.377 -1.043  -0.274
H 2.151 5.874 -1.241  0.085
H 4.157 4.600 2.628  0.162
H 3.159 2.258 2.768  0.176
C -5.513 4.912 -2.031  -0.027
N -5.276 4.076 -0.861  -0.123
C -6.246 3.647 0.046  -0.044
C -5.629 2.898 0.969  -0.075
N -4.282 2.874 0.610  0.058
C -4.055 3.591 -0.525  -0.830
S -2.599 3.814 -1.336  0.581
H -6.478 5.399 -1.921  0.095
H -5.506 4.312 -2.939  0.093
H -4.726 5.657 -2.103  0.078
H -7.282 3.927 -0.046  0.128
H -6.015 2.396 1.839  0.116
H -3.544 2.403 1.102  0.079

***

Entry 5:
This record from the OMol25 dataset describes a cluster of 2 separate species, C38H38N2O3 in total. The level of theory is ωB97M-V/def2-TZVPD.

Output
- total charge = 0
- E_HOMO (eV) = -7.67
- HOMO-LUMO gap (eV) = 7.0
- lowest unoccupied orbital energy (eV) = -0.64

Last column: Löwdin charge in e.
CARTESIAN COORDINATES (ANGSTROEM)
C -7.129 1.135 -0.836  -0.056
C -5.737 1.368 -1.303  -0.276
C -5.177 2.630 -1.192  -0.011
C -3.890 2.878 -1.625  -0.205
C -3.303 4.231 -1.479  -0.036
C -3.142 1.839 -2.184  -0.137
N -1.780 2.096 -2.588  -0.086
C -0.675 2.042 -1.841  -0.055
N 0.450 2.325 -2.505  -0.072
C 1.785 1.943 -2.113  -0.146
C 2.102 0.584 -2.031  -0.203
C 1.085 -0.440 -2.377  -0.041
C 3.364 0.211 -1.617  -0.011
C 4.321 1.157 -1.293  -0.277
C 5.675 0.718 -0.868  -0.050
C 3.994 2.502 -1.382  -0.006
C 2.736 2.912 -1.782  -0.203
C 2.386 4.356 -1.840  -0.038
C 0.114 2.623 -3.932  -0.089
C -1.427 2.508 -3.977  -0.087
C -3.686 0.556 -2.288  -0.195
C -2.881 -0.568 -2.833  -0.027
C -4.979 0.341 -1.845  -0.004
H -7.429 0.097 -0.984  0.075
H -7.223 1.368 0.227  0.084
H -7.822 1.772 -1.389  0.083
H -5.755 3.428 -0.756  0.122
H -2.276 4.252 -1.840  0.064
H -3.872 4.969 -2.045  0.086
H -3.290 4.534 -0.432  0.090
H 1.494 -1.449 -2.323  0.085
H 0.241 -0.386 -1.691  0.052
H 0.707 -0.287 -3.388  0.084
H 3.614 -0.833 -1.545  0.119
H 6.317 1.571 -0.644  0.076
H 5.616 0.094 0.025  0.080
H 6.151 0.138 -1.661  0.084
H 4.734 3.240 -1.129  0.111
H 3.222 4.983 -1.528  0.078
H 2.113 4.651 -2.853  0.073
H 1.544 4.575 -1.184  0.087
H 0.477 3.622 -4.193  0.103
H 0.608 1.896 -4.584  0.112
H -1.778 1.750 -4.684  0.107
H -1.906 3.464 -4.215  0.113
H -3.460 -1.491 -2.869  0.082
H -2.538 -0.357 -3.846  0.076
H -2.008 -0.757 -2.208  0.069
H -5.402 -0.647 -1.917  0.111
C 6.006 -0.955 5.235  -0.098
O 5.266 -0.004 4.509  -0.084
C 4.240 -0.526 3.732  -0.236
C 3.948 -1.890 3.600  -0.013
C 2.894 -2.308 2.835  -0.030
C 2.074 -1.397 2.156  -0.202
C 0.897 -1.840 1.416  0.101
C -0.031 -2.706 1.885  -0.061
C -1.189 -3.188 1.130  -0.314
O -1.473 -2.901 -0.012  0.114
C -1.934 -4.089 2.022  -0.088
C -1.306 -4.131 3.262  -0.089
C -1.801 -4.923 4.282  0.009
C -2.931 -5.678 4.040  -0.061
C -3.558 -5.640 2.803  -0.061
C -3.066 -4.846 1.786  0.008
C -0.124 -3.262 3.238  -0.301
O 0.613 -3.050 4.176  0.120
C 2.390 -0.036 2.256  -0.017
C 3.435 0.385 3.032  -0.003
H 6.770 -0.435 5.815  0.094
H 5.347 -1.491 5.921  0.096
H 6.496 -1.645 4.547  0.092
H 4.551 -2.618 4.112  0.100
H 2.658 -3.357 2.775  0.121
H 0.729 -1.424 0.436  0.117
H -1.303 -4.943 5.236  0.120
H -3.330 -6.307 4.819  0.106
H -4.437 -6.241 2.633  0.106
H -3.539 -4.812 0.820  0.120
H 1.767 0.680 1.749  0.121
H 3.654 1.432 3.141  0.117

***

Max |F| for every record listed, in sequence, given in eV/A: 7.1 1.3 4.0 1.6 3.1.
Relative energy (zero: lowest compared OMol25 entry of this formula, charge and spin) for every record listed, in sequence, given in eV: 5.976 0.496 0.000 0.732 0.313.
DFT total energy for every record listed, in sequence, given in eV: -61392.50641 -137428.07182 -142383.43292 -109414.82094 -49144.25346.